one:
C32H37N8SSeSiTi | ωB97M-V with the def2-TZVPD basis set

Last column: Mulliken charge in e.
Atoms and positions in Å:
1 Ti 0.224 -0.139 0.156  -0.938
2 C 1.371 -5.527 0.966  -0.520
3 C 2.426 -4.995 0.237  -0.762
4 C 2.342 -3.723 -0.305  -0.454
5 C 1.181 -2.973 -0.119  -0.168
6 C 0.114 -3.512 0.597  0.063
7 C 0.215 -4.781 1.144  -0.761
8 N 1.071 -1.661 -0.634  1.965
9 N 1.840 -1.464 -1.747  -1.178
10 C 1.982 -0.189 -2.032  0.438
11 C 2.627 0.177 -3.259  -0.797
12 C 2.734 1.480 -3.598  -0.649
13 C 2.187 2.469 -2.732  -0.805
14 C 1.583 2.076 -1.585  -0.479
15 N 1.474 0.772 -1.191  1.219
16 H 1.447 -6.520 1.387  0.404
17 H 3.328 -5.574 0.092  0.387
18 H 3.159 -3.303 -0.872  0.462
19 H -0.803 -2.946 0.709  0.116
20 H -0.619 -5.192 1.699  0.438
21 H 2.994 -0.626 -3.882  0.561
22 H 3.209 1.775 -4.524  0.403
23 H 2.236 3.518 -2.985  0.510
24 H 1.129 2.786 -0.911  0.347
25 C -3.639 -0.614 0.596  -1.096
26 C -2.675 -0.808 1.727  0.459
27 C -3.109 -1.161 2.986  -0.967
28 C -2.172 -1.337 4.009  -0.802
29 C -0.831 -1.175 3.766  -1.068
30 C -0.437 -0.831 2.462  0.754
31 N -1.362 -0.633 1.483  0.930
32 N 0.816 -0.669 1.979  0.402
33 Si 2.342 -1.005 2.804  0.041
34 C 3.651 -0.565 1.548  -0.723
35 C 2.406 -2.810 3.288  -0.967
36 C 2.490 0.057 4.344  -1.184
37 H -4.625 -0.977 0.875  0.510
38 H -3.309 -1.153 -0.292  0.149
39 H -3.726 0.443 0.335  0.085
40 H -4.164 -1.306 3.169  0.492
41 H -2.509 -1.612 5.000  0.470
42 H -0.087 -1.314 4.536  0.435
43 H 3.389 -0.943 0.557  -0.027
44 H 4.614 -0.998 1.824  0.476
45 H 3.776 0.517 1.475  0.201
46 H 2.666 -3.445 2.440  0.189
47 H 1.447 -3.161 3.675  0.308
48 H 3.152 -2.962 4.071  0.476
49 H 2.019 1.033 4.223  0.257
50 H 3.547 0.224 4.563  0.375
51 H 2.055 -0.429 5.219  0.370
52 S -2.450 -0.645 -3.622  -0.262
53 C -1.318 -0.925 -2.374  -0.542
54 N -1.190 0.023 -1.487  1.623
55 C -2.013 1.099 -1.795  -1.151
56 C -2.085 2.297 -1.083  0.143
57 C -2.946 3.272 -1.538  -0.612
58 C -3.734 3.073 -2.679  -0.800
59 C -3.666 1.895 -3.392  -0.550
60 C -2.789 0.911 -2.940  0.873
61 H -0.734 -1.833 -2.335  0.303
62 H -1.474 2.439 -0.199  0.003
63 H -3.018 4.215 -1.012  0.476
64 H -4.401 3.857 -3.010  0.432
65 H -4.266 1.744 -4.279  0.443
66 C -1.981 4.222 2.189  -0.768
67 N -0.782 4.735 1.546  0.298
68 C -0.606 6.036 1.127  -0.620
69 C 0.654 6.133 0.657  -0.559
70 N 1.235 4.891 0.790  0.297
71 C 2.633 4.611 0.493  -0.806
72 C 0.343 4.026 1.318  -0.324
73 Se 0.636 2.238 1.804  -0.073
74 H -2.502 5.052 2.658  0.381
75 H -1.690 3.492 2.940  0.279
76 H -2.637 3.743 1.464  0.220
77 H -1.381 6.775 1.221  0.518
78 H 1.193 6.973 0.259  0.522
79 H 3.263 5.276 1.080  0.381
80 H 2.824 4.760 -0.568  0.336
81 H 2.840 3.579 0.761  0.194

The charge is +1. Its frontier orbital gap (spin up / spin down) is 0.2454 / 0.2524 Eh. The HOMO energy (spin up / spin down) is -9.61 / -9.39 eV.

***

two:
C32H37N8SSeSiTi | ωB97M-V with the def2-TZVPD basis set

Last column: Mulliken charge in e.
Atoms and positions in Å:
1 Ti 0.206 0.594 0.159  -0.535
2 C -0.408 6.242 0.332  -0.604
3 C -1.465 5.406 0.672  -0.804
4 C -1.228 4.071 0.955  0.135
5 C 0.067 3.573 0.883  -0.709
6 C 1.129 4.407 0.577  -0.168
7 C 0.887 5.745 0.295  -0.711
8 N 0.278 2.189 1.197  1.524
9 N 0.463 2.045 2.537  -1.067
10 C 0.113 0.838 2.954  0.156
11 C 0.203 0.526 4.346  -0.718
12 C -0.385 -0.600 4.815  -0.485
13 C -1.036 -1.479 3.906  -1.055
14 C -0.997 -1.185 2.581  -0.160
15 N -0.405 -0.074 2.063  0.942
16 H -0.593 7.285 0.114  0.426
17 H -2.473 5.796 0.722  0.443
18 H -2.036 3.405 1.233  0.505
19 H 2.137 4.016 0.585  0.551
20 H 1.714 6.400 0.058  0.425
21 H 0.697 1.243 4.987  0.571
22 H -0.366 -0.831 5.872  0.421
23 H -1.545 -2.367 4.250  0.475
24 H -1.443 -1.861 1.866  0.168
25 C 0.284 -3.439 0.635  -1.456
26 C 0.415 -2.774 -0.703  0.498
27 C 0.498 -3.537 -1.849  -0.943
28 C 0.575 -2.893 -3.085  -0.986
29 C 0.628 -1.524 -3.147  -0.787
30 C 0.615 -0.787 -1.944  -0.020
31 N 0.459 -1.428 -0.751  0.701
32 N 0.724 0.562 -1.816  1.450
33 Si 1.298 1.553 -3.166  -0.354
34 C 0.034 1.654 -4.546  -1.092
35 C 1.717 3.240 -2.495  -0.862
36 C 2.887 0.825 -3.849  -1.085
37 H 0.833 -4.379 0.642  0.516
38 H -0.760 -3.676 0.851  0.375
39 H 0.658 -2.799 1.429  0.017
40 H 0.476 -4.615 -1.780  0.570
41 H 0.597 -3.475 -3.998  0.451
42 H 0.679 -1.011 -4.094  0.384
43 H -0.983 1.755 -4.169  0.275
44 H 0.065 0.779 -5.198  0.412
45 H 0.242 2.526 -5.173  0.405
46 H 2.193 3.144 -1.518  0.149
47 H 0.866 3.915 -2.396  0.194
48 H 2.436 3.721 -3.161  0.571
49 H 2.737 -0.042 -4.491  0.335
50 H 3.572 0.547 -3.046  0.237
51 H 3.388 1.589 -4.448  0.456
52 S -4.311 -0.160 -0.909  -0.264
53 C -2.725 -0.325 -0.305  -0.260
54 N -1.895 0.640 -0.562  1.071
55 C -2.527 1.638 -1.310  -0.617
56 C -1.947 2.820 -1.767  0.436
57 C -2.724 3.699 -2.488  -1.192
58 C -4.070 3.421 -2.762  -0.842
59 C -4.658 2.257 -2.317  -0.446
60 C -3.869 1.369 -1.588  0.912
61 H -2.438 -1.208 0.243  0.133
62 H -0.915 3.047 -1.547  0.146
63 H -2.287 4.621 -2.847  0.505
64 H -4.656 4.130 -3.330  0.449
65 H -5.697 2.039 -2.526  0.444
66 C 3.834 -1.857 -1.416  -1.049
67 N 3.688 -2.246 -0.021  0.430
68 C 3.988 -3.493 0.485  -0.450
69 C 3.757 -3.445 1.813  -0.610
70 N 3.320 -2.171 2.100  0.227
71 C 2.944 -1.701 3.426  -0.961
72 C 3.271 -1.438 0.971  -0.079
73 Se 2.850 0.381 0.857  -0.274
74 H 4.603 -2.479 -1.869  0.440
75 H 4.133 -0.814 -1.454  0.387
76 H 2.894 -1.987 -1.949  0.351
77 H 4.348 -4.289 -0.141  0.476
78 H 3.873 -4.194 2.576  0.499
79 H 3.574 -2.194 4.163  0.378
80 H 1.896 -1.926 3.624  0.263
81 H 3.092 -0.626 3.471  0.365

The charge is +1. Its frontier orbital gap (spin up / spin down) is 0.2501 / 0.2501 Eh. The HOMO energy (spin up / spin down) is -9.51 / -9.51 eV.

***

The energy of each structure relative to the most stable one, in kJ/mol, is as follows: one 0.0; two 29.6.

***

one:
C7H18 | ωB97M-V with the def2-TZVPD basis set

Last column: Mulliken charge in e.
Atoms and positions in Å:
1 C 2.790 0.736 1.782  -0.323
2 C 3.093 -0.156 0.562  -1.070
3 C 1.232 0.932 1.878  -0.916
4 H 3.133 0.406 2.730  0.320
5 H 3.173 1.705 1.564  0.255
6 H 4.198 -0.191 0.337  0.309
7 H 0.824 0.921 0.764  -0.079
8 H 2.563 -0.171 -0.397  0.324
9 H 2.894 -1.224 0.745  0.306
10 H 0.728 0.131 2.339  0.323
11 H 0.781 1.792 2.303  0.440
12 C -1.366 -0.150 -0.788  1.771
13 C -1.751 -1.605 -0.378  -1.539
14 C -1.014 -0.072 -2.299  -1.326
15 C -2.779 0.591 -0.631  -1.180
16 H -0.546 0.260 -0.138  -0.767
17 H -2.618 -1.958 -0.956  0.399
18 H -1.749 -0.699 -2.925  0.274
19 H -0.948 1.030 -2.535  0.390
20 H -0.050 -0.605 -2.398  0.394
21 H -2.727 1.168 0.312  0.336
22 H -2.971 1.187 -1.543  0.338
23 H -3.673 -0.029 -0.312  0.266
24 H -2.276 -1.664 0.576  0.413
25 H -0.941 -2.336 -0.592  0.342

Its frontier orbital gap is 0.4252 Eh. As for the SMILES: CC(C)C.CCC. The HOMO energy is -10.58 eV.

***

two:
C7H18 | ωB97M-V with the def2-TZVPD basis set

Last column: Mulliken charge in e.
Atoms and positions in Å:
1 C 0.581 -1.274 0.624  2.136
2 C 0.038 -1.298 2.057  -1.700
3 C 2.020 -0.702 0.650  -1.428
4 C 0.446 -2.645 -0.033  -1.350
5 H 0.054 -0.527 0.040  -1.131
6 H -0.029 -0.306 2.503  0.389
7 H 0.773 -1.829 2.675  0.445
8 H 2.687 -1.487 1.024  0.412
9 H 2.319 -0.449 -0.364  0.385
10 H 2.080 0.105 1.377  0.353
11 H -0.231 -3.306 0.510  0.352
12 H 0.091 -2.541 -1.059  0.356
13 H 1.378 -3.211 -0.057  0.273
14 H -0.904 -1.835 2.120  0.416
15 C -0.998 1.373 -1.287  0.145
16 C -1.382 1.774 0.135  -1.308
17 C -0.756 2.592 -2.195  -1.186
18 H -0.081 0.788 -1.221  -0.012
19 H -1.694 0.638 -1.693  0.393
20 H -2.280 2.391 0.164  0.404
21 H -1.417 2.566 -3.048  0.263
22 H -0.730 3.501 -1.623  0.347
23 H -0.549 2.219 0.670  0.309
24 H -1.649 0.919 0.693  0.396
25 H 0.231 2.543 -2.662  0.341

Its frontier orbital gap is 0.4327 Eh. As for the SMILES: CC(C)C.CCC. The HOMO energy is -10.79 eV.

***

The energy of each structure relative to the most stable one, in kJ/mol, is as follows: one 127.8; two 0.0.

***

one:
C16H46N2O6 | ωB97M-V with the def2-TZVPD basis set

Last column: Mulliken charge in e.
Atoms and positions in Å:
1 C -0.938 -6.971 -2.319  -1.347
2 C -0.690 -6.284 -3.664  0.336
3 C 0.827 -6.095 -3.802  -0.711
4 O 1.360 -5.151 -2.831  -0.384
5 C 0.838 -3.824 -3.058  -0.751
6 N -1.134 -7.152 -4.682  -0.693
7 H -0.395 -7.916 -2.295  0.327
8 H -1.995 -7.166 -2.136  0.406
9 H -0.628 -6.344 -1.484  0.303
10 H -1.194 -5.318 -3.662  0.317
11 H 1.035 -5.825 -4.837  0.403
12 H 1.350 -7.031 -3.603  0.392
13 H 0.360 -3.658 -4.024  0.363
14 H 1.704 -3.168 -2.966  0.256
15 H 0.110 -3.606 -2.277  0.251
16 H -0.770 -8.082 -4.528  0.264
17 H -2.131 -7.301 -4.743  0.268
18 C 2.008 -3.874 6.461  -1.391
19 C 1.049 -4.015 5.258  0.606
20 C -0.187 -3.041 5.261  -0.693
21 O -1.137 -3.567 6.233  -0.310
22 C -2.310 -2.776 6.372  -0.796
23 N 1.809 -3.916 4.050  -0.709
24 H 2.798 -3.152 6.252  0.361
25 H 2.417 -4.877 6.585  0.346
26 H 1.572 -3.610 7.424  0.318
27 H 0.605 -5.010 5.259  0.227
28 H -0.704 -2.971 4.304  0.352
29 H 0.074 -2.020 5.538  0.321
30 H -3.043 -3.000 5.597  0.299
31 H -2.262 -1.703 6.559  0.310
32 H -2.827 -3.101 7.275  0.283
33 H 1.331 -4.085 3.177  0.225
34 H 2.463 -4.686 4.042  0.254
35 C 2.731 2.225 2.037  -0.927
36 C 4.060 1.905 2.669  -0.244
37 O 4.638 0.834 2.026  -0.528
38 H 2.915 2.190 0.963  0.274
39 H 2.275 3.175 2.315  0.325
40 H 2.041 1.414 2.269  0.251
41 H 3.888 1.577 3.694  0.220
42 H 4.712 2.778 2.698  0.313
43 H 4.113 0.061 2.247  0.315
44 C -4.457 7.643 -1.704  -0.946
45 C -3.050 7.153 -1.842  -0.211
46 O -2.595 7.689 -3.045  -0.517
47 H -4.526 8.731 -1.718  0.274
48 H -4.998 7.243 -0.847  0.324
49 H -4.990 7.402 -2.624  0.269
50 H -3.096 6.067 -1.912  0.231
51 H -2.421 7.458 -1.006  0.262
52 H -2.833 7.045 -3.716  0.314
53 C 5.232 8.998 -1.572  -0.997
54 C 4.981 8.822 -3.013  -0.170
55 O 6.099 9.108 -3.820  -0.530
56 H 4.468 8.597 -0.906  0.329
57 H 5.239 10.068 -1.362  0.259
58 H 6.189 8.571 -1.276  0.291
59 H 4.085 9.399 -3.241  0.262
60 H 4.712 7.795 -3.261  0.256
61 H 5.901 9.278 -4.744  0.301
62 C -5.059 -0.639 -1.112  -0.819
63 C -5.576 0.009 -2.359  -0.315
64 O -4.418 0.081 -3.208  -0.502
65 H -4.313 0.034 -0.690  0.256
66 H -4.578 -1.589 -1.346  0.233
67 H -5.854 -0.880 -0.407  0.319
68 H -5.827 1.063 -2.236  0.198
69 H -6.469 -0.407 -2.825  0.336
70 H -4.587 -0.600 -3.863  0.294

Its frontier orbital gap is 0.3537 Eh. As for the SMILES: COC[C@H](C)N.COC[C@H](C)N.CCO.CCO.CCO.CCO. The HOMO energy is -9.21 eV.

***

two:
C16H46N2O6 | ωB97M-V with the def2-TZVPD basis set

Last column: Mulliken charge in e.
Atoms and positions in Å:
1 C -2.009 0.133 -0.452  -1.267
2 C -0.635 0.779 -0.357  0.472
3 O -0.413 1.135 0.991  -0.343
4 H -2.050 -0.438 -1.393  0.359
5 H -2.779 0.884 -0.629  0.346
6 H -2.264 -0.642 0.265  0.247
7 H -0.641 1.707 -0.945  0.226
8 H 0.140 0.143 -0.789  -0.103
9 H 0.480 1.422 1.169  -0.183
10 C -5.873 -3.276 -1.068  -1.168
11 C -5.210 -1.934 -0.853  0.243
12 O -6.154 -0.962 -0.398  -0.562
13 H -6.558 -3.512 -0.256  0.311
14 H -5.118 -4.057 -1.177  0.328
15 H -6.387 -3.207 -2.027  0.287
16 H -4.899 -1.564 -1.850  0.150
17 H -4.316 -1.923 -0.217  0.081
18 H -5.665 -0.325 0.161  0.416
19 C -3.536 2.035 2.844  -1.001
20 C -4.111 0.754 2.223  -0.064
21 O -4.977 1.035 1.127  -0.541
22 H -4.205 2.903 2.816  0.376
23 H -2.733 2.388 2.190  0.156
24 H -3.254 1.856 3.879  0.309
25 H -4.736 0.272 2.986  0.361
26 H -3.269 0.148 1.916  0.080
27 H -5.611 1.711 1.380  0.247
28 C -0.650 -3.469 -3.379  -0.965
29 C 0.771 -3.202 -2.879  0.105
30 O 1.782 -4.072 -3.326  -0.536
31 H -0.999 -4.443 -3.030  0.293
32 H -0.652 -3.463 -4.473  0.305
33 H -1.380 -2.723 -3.063  0.217
34 H 0.710 -3.101 -1.792  0.273
35 H 0.981 -2.163 -3.176  -0.020
36 H 2.012 -3.760 -4.207  0.356
37 C 2.039 0.726 3.127  -0.574
38 C 2.113 -0.777 2.919  0.894
39 C 3.101 -1.089 1.829  -1.138
40 O 2.579 -0.694 0.566  0.154
41 C 3.574 -0.882 -0.406  -0.805
42 N 2.320 -1.527 4.149  -0.763
43 H 1.290 1.039 3.857  0.362
44 H 1.809 1.236 2.195  -0.386
45 H 2.993 1.182 3.414  0.263
46 H 1.162 -1.180 2.550  0.039
47 H 3.263 -2.181 1.802  0.353
48 H 4.144 -0.765 1.962  0.458
49 H 4.461 -0.252 -0.254  0.291
50 H 3.223 -0.583 -1.390  0.008
51 H 3.901 -1.925 -0.452  0.419
52 H 1.621 -1.349 4.853  0.263
53 H 3.232 -1.288 4.533  0.259
54 C 2.193 3.717 0.409  -1.412
55 C 3.255 2.742 -0.098  1.887
56 C 3.110 2.422 -1.581  -1.138
57 O 2.059 1.497 -1.791  0.095
58 C 1.730 1.178 -3.104  -0.901
59 N 4.566 3.319 0.116  -0.730
60 H 2.394 3.933 1.462  0.392
61 H 1.194 3.271 0.357  0.195
62 H 2.040 4.675 -0.090  0.326
63 H 3.151 1.794 0.444  -0.617
64 H 4.023 1.903 -1.912  0.346
65 H 3.018 3.317 -2.203  0.339
66 H 1.292 2.015 -3.650  0.293
67 H 0.918 0.439 -3.077  0.163
68 H 2.458 0.577 -3.662  0.365
69 H 4.641 3.718 1.038  0.255
70 H 5.339 2.719 -0.125  0.253

Its frontier orbital gap is 0.3639 Eh. As for the SMILES: COC[C@H](C)N.COC[C@H](C)N.CCO.CCO.CCO.CCO. The HOMO energy is -9.32 eV.

***

The energy of each structure relative to the most stable one, in kJ/mol, is as follows: one 105.2; two 0.0.